[1]
Entry from OMol25: 6 unconnected molecules or ions with the total composition C8H27FN9O5 in a non-equilibrium geometry (ωB97M-V/def2-TZVPD).

Results
HOMO ... -6.771 eV
Multiplicity ... 1
Relative energy (zero: lowest compared OMol25 entry of this formula, charge and spin) ... 357.6 kJ/mol
Net charge ... -1
E ... -1290.0258 Eh
Gap between HOMO and LUMO ... 9.426 eV

Geometry as XYZ:
```
50
Properties=species:S:1:pos:R:3:forces:R:3:lowdin_charge:R:1
H -28.086 -1.478 26.990 -0.194 -0.553 0.584 0.05
O -23.542 1.654 30.511 2.721 2.614 5.116 0.07
O -26.494 -3.901 30.897 0.291 -2.265 3.081 0.05
N -23.312 -2.823 27.769 1.955 0.945 6.061 0.17
N -29.011 -1.559 26.592 -0.144 -1.070 1.781 0.15
H -27.296 -0.189 25.759 -0.016 -0.404 0.505 0.07
H -31.558 2.800 32.191 0.484 0.023 -0.214 0.08
N -24.427 -2.852 25.971 -3.688 0.610 -4.169 0.16
H -26.948 -4.113 28.582 -0.160 0.404 -0.278 0.13
C -23.424 -3.381 26.612 1.012 0.245 -2.157 -0.80
C -32.141 2.219 31.476 0.333 -0.417 -0.619 -0.08
H -24.048 -2.483 28.371 -0.307 0.042 -0.582 0.07
H -24.624 -0.132 28.382 0.332 -0.804 -0.638 0.03
H -25.143 -1.869 31.013 -0.412 0.940 0.032 0.13
H -31.888 0.359 28.468 -0.467 0.446 0.079 0.06
N -25.760 -1.907 30.214 3.220 4.389 2.614 0.17
O -30.176 -0.856 24.837 -4.463 0.384 -2.469 0.05
N -26.748 -3.168 28.876 -2.002 -1.161 -4.825 0.17
H -25.413 1.261 28.229 -1.552 1.324 -0.308 0.09
C -24.135 1.335 29.555 1.785 -1.548 0.685 -0.91
H -23.168 -0.364 29.250 -0.109 0.271 -0.070 0.11
H -33.175 2.447 31.735 -0.161 0.298 -0.874 0.08
H -27.854 1.065 29.290 -0.159 0.912 0.174 0.06
O -22.576 -4.092 26.109 0.678 -1.183 -0.338 0.02
H -30.274 0.272 30.064 0.228 -0.983 -0.143 0.12
H -26.088 -1.106 29.693 0.522 0.023 0.088 0.09
H -28.474 1.024 27.631 -0.277 0.037 0.115 0.08
O -31.799 2.478 30.086 -0.783 0.108 1.397 -0.17
N -23.850 0.283 28.881 2.597 -6.000 -2.524 0.15
F -26.037 -0.793 27.336 -0.084 -0.026 0.139 -0.50
H -30.147 2.905 28.912 -0.880 0.702 -0.217 0.12
C -28.646 0.678 28.650 0.475 -0.004 1.361 -0.07
H -25.554 2.639 29.463 -0.502 -0.244 -0.749 0.13
H -29.718 2.616 30.491 -0.297 -0.241 0.898 0.12
H -24.426 -2.908 24.962 0.171 -0.666 0.178 0.11
N -31.015 0.672 28.068 -0.306 -0.395 0.620 0.06
H -29.728 -2.187 26.928 0.432 0.198 -0.109 0.12
H -22.488 -3.099 28.284 -0.160 -0.152 0.016 0.12
H -25.035 -2.092 26.239 0.225 0.259 1.150 0.06
C -29.205 -0.810 25.499 -0.331 -2.971 1.806 -0.85
N -25.120 1.862 28.985 -5.302 4.271 -1.843 0.18
H -28.338 -0.364 28.738 -0.621 -0.189 -0.486 0.05
H -26.346 -2.468 28.268 -0.360 -0.253 -1.132 0.04
C -30.069 0.891 29.190 -0.951 0.247 -0.068 -0.40
C -26.338 -3.044 30.085 -1.205 -2.001 0.220 -0.86
C -30.455 2.290 29.758 2.322 -0.048 -1.679 -0.25
H -30.785 -0.119 27.483 0.723 -0.028 -0.098 0.03
N -28.123 -0.227 25.181 5.716 4.346 -2.264 0.17
H -28.044 0.417 24.407 -0.670 -0.322 0.030 0.12
H -32.048 1.154 31.688 0.339 -0.107 0.120 0.08
```
Positions in Å, forces in eV/Å.



[2]
Entry from OMol25: 7 unconnected molecules or ions with the total composition C42H105N7 in a non-equilibrium geometry (ωB97M-V/def2-TZVPD).

Results
HOMO ... -7.938 eV
Multiplicity ... 1
Relative energy (zero: lowest compared OMol25 entry of this formula, charge and spin) ... 468.8 kJ/mol
Net charge ... 0
SMILES ... CCN(CC)CC.CCN(CC)CC.CCN(CC)CC.CCN(CC)CC.CCN(CC)CC.CCN(CC)CC.CCN(CC)CC
E ... -2046.2274 Eh
Gap between HOMO and LUMO ... 8.557 eV

Geometry as XYZ:
```
154
Properties=species:S:1:pos:R:3:forces:R:3:lowdin_charge:R:1
H -18.166 -11.141 -8.521 0.362 0.119 0.181 0.05
H -16.898 -19.493 -12.924 -0.710 0.280 -0.498 0.06
H -9.232 -15.392 -10.418 0.823 -0.920 -1.261 0.10
H -22.467 -7.149 -13.797 -0.007 -0.465 -0.383 0.07
H -16.989 -14.903 -13.208 -0.596 -0.233 0.110 0.06
C -21.378 -7.144 -13.827 0.148 1.036 0.312 -0.11
N -15.437 -18.815 -10.593 -0.108 -0.883 -0.460 -0.16
H -24.724 -17.919 -9.161 0.075 -0.024 -0.651 0.07
H -16.310 -11.064 -10.907 0.345 -0.128 0.010 0.10
H -13.672 -6.373 -14.564 -0.114 0.411 0.099 0.08
H -21.647 -19.424 -7.796 -0.619 0.824 -0.169 0.09
C -16.941 -12.851 -5.014 -1.168 -0.072 -0.119 -0.25
H -21.122 -6.657 -12.886 0.480 -0.235 0.204 0.06
C -16.600 -19.751 -8.616 -0.260 0.797 0.610 -0.10
C -16.227 -20.012 -10.055 0.759 1.678 -0.071 -0.22
H -21.994 -8.422 -18.600 0.535 -0.050 -0.170 0.07
H -14.546 -7.181 -13.244 -0.304 -0.005 -0.321 0.08
H -19.758 -12.053 -10.538 0.260 -0.011 0.427 0.10
C -11.249 -8.735 -11.330 0.906 -0.756 -0.470 -0.11
H -21.035 -13.399 -11.821 0.014 -0.332 -0.427 0.07
H -18.429 -16.084 -10.339 -0.368 0.411 -0.176 0.06
C -10.465 -16.361 -12.568 -1.018 -1.394 -0.647 -0.32
H -23.490 -10.604 -15.248 0.189 0.059 0.093 0.08
H -15.682 -20.956 -10.066 0.360 -0.171 -0.601 0.11
H -9.387 -12.750 -10.100 0.500 -0.271 0.585 0.06
H -17.781 -15.502 -4.956 0.319 -0.061 0.379 0.11
H -18.425 -15.456 -6.571 0.204 -0.194 -0.086 0.08
H -10.587 -9.356 -10.727 -0.126 -0.106 0.166 0.07
H -17.144 -18.807 -8.578 -0.323 -0.025 0.108 0.05
H -21.491 -10.110 -18.281 0.292 0.129 -0.014 0.07
C -21.049 -8.625 -16.649 -0.940 -0.312 1.768 -0.19
C -13.984 -6.364 -10.464 -0.494 -0.262 -0.801 -0.28
C -22.627 -17.808 -9.850 -0.571 0.140 0.579 -0.29
C -11.903 -7.666 -10.536 -0.572 1.703 -0.518 -0.25
H -17.923 -12.818 -13.435 0.023 -0.268 0.050 0.09
H -16.484 -12.459 -9.874 -0.273 -0.406 0.182 0.11
H -18.598 -17.172 -9.057 0.086 0.269 0.640 0.05
H -20.321 -14.741 -7.084 -0.101 -0.066 0.172 0.04
H -11.219 -6.855 -10.286 0.588 0.177 -0.115 0.11
C -10.900 -14.067 -13.154 -0.896 0.073 0.698 -0.22
C -20.207 -13.675 -6.885 0.366 -0.529 0.711 -0.07
H -22.915 -9.419 -17.602 0.041 0.062 0.577 0.07
C -9.708 -14.686 -11.098 1.128 2.100 0.656 -0.22
H -19.689 -18.051 -10.745 -0.724 -0.408 -0.509 0.09
C -16.616 -11.479 -5.551 -0.596 0.950 -0.178 -0.09
N -17.869 -13.568 -5.930 0.589 -1.988 -0.385 -0.19
H -22.711 -12.157 -14.857 -0.224 -0.279 -0.431 0.07
H -20.019 -19.129 -7.962 0.398 1.307 -0.226 0.09
H -23.704 -17.210 -8.014 0.550 0.372 -0.134 0.08
H -16.167 -14.989 -7.607 -0.022 1.096 0.276 0.07
H -16.391 -12.233 -12.948 0.018 0.300 0.383 0.10
C -21.309 -10.595 -15.110 0.081 0.969 -0.524 -0.29
H -14.068 -16.582 -10.520 -0.259 -0.006 -0.397 0.08
H -13.649 -5.638 -9.724 0.996 -0.002 0.198 0.11
H -17.178 -20.528 -8.115 -0.180 -0.122 -0.403 0.07
H -17.069 -9.836 -9.217 0.038 -0.246 0.529 0.06
H -20.623 -10.931 -15.887 0.658 -0.434 0.291 0.11
C -12.717 -6.434 -12.620 0.838 -1.065 0.883 -0.25
H -19.715 -8.285 -14.476 0.734 -0.148 0.999 0.11
H -11.314 -16.458 -11.891 -0.494 0.056 -0.208 0.07
C -13.413 -17.443 -10.382 0.396 1.122 0.478 -0.10
C -9.529 -17.505 -12.227 1.163 0.322 -0.274 -0.08
H -9.052 -12.650 -11.718 0.084 -0.232 -0.387 0.04
C -19.295 -13.362 -5.668 0.337 1.542 -1.014 -0.26
H -11.993 -7.103 -13.085 0.114 0.193 -0.024 0.10
H -10.980 -14.303 -14.215 0.404 0.127 -0.096 0.11
H -12.786 -15.043 -12.879 -0.421 0.087 0.291 0.05
H -20.819 -16.647 -10.977 -0.011 -0.298 -0.130 0.10
H -14.430 -5.418 -13.174 -0.408 0.018 -0.796 0.06
H -11.996 -9.363 -11.817 -0.019 -0.099 0.103 0.08
H -16.995 -14.824 -11.431 -0.087 0.288 -0.004 0.04
H -19.976 -8.767 -16.776 0.245 0.011 -0.378 0.10
C -14.216 -18.567 -9.831 -1.176 -0.424 -0.360 -0.29
H -14.328 -18.447 -12.497 0.769 0.265 1.377 0.09
C -22.622 -11.237 -15.435 -0.139 -0.505 -0.469 -0.10
H -20.971 -10.933 -14.131 0.257 0.455 -0.041 0.08
H -8.623 -17.308 -12.801 0.511 0.019 0.429 0.08
H -15.614 -14.391 -12.471 0.231 0.426 0.629 0.04
H -20.167 -19.977 -10.442 0.600 0.031 0.436 0.04
C -20.263 -17.258 -10.265 -0.693 -0.386 1.190 -0.22
C -14.816 -7.415 -9.789 -1.178 0.128 0.329 -0.10
H -12.288 -5.433 -12.575 0.517 0.152 0.505 0.11
H -21.283 -7.561 -16.658 0.315 0.053 0.305 0.10
H -12.813 -17.577 -11.282 -0.056 -0.259 0.329 0.05
H -20.414 -21.035 -8.995 -0.217 -0.499 -0.606 0.07
C -17.045 -11.677 -10.385 -0.559 1.388 -1.008 -0.21
H -9.803 -18.498 -12.583 -0.772 0.184 -0.008 0.07
H -15.403 -7.967 -10.522 0.280 -0.217 -0.124 0.07
H -16.225 -11.458 -6.568 -0.012 -0.469 -0.041 0.07
H -14.708 -20.074 -12.114 -0.497 -0.426 -0.556 0.12
H -12.950 -13.305 -13.181 0.087 -0.035 -0.257 0.07
C -20.709 -8.481 -14.073 -1.200 0.721 -2.231 -0.23
H -18.588 -10.226 -9.939 -0.042 0.039 -0.134 0.06
H -17.117 -20.052 -10.684 0.009 -0.349 0.076 0.10
C -23.695 -17.961 -8.804 -1.200 -0.115 1.294 -0.11
N -13.040 -7.076 -11.308 0.608 0.417 0.148 -0.18
H -23.670 -18.893 -8.239 0.299 -0.267 -0.248 0.06
C -15.096 -19.059 -12.025 -0.155 1.500 0.591 -0.26
H -13.697 -19.525 -9.791 0.713 -0.044 0.534 0.12
C -20.944 -19.031 -8.531 0.198 -1.546 -2.569 -0.20
H -10.763 -16.533 -13.602 -0.520 -0.087 -0.065 0.12
H -12.183 -8.007 -9.540 -0.690 -0.227 -0.301 0.10
H -15.932 -10.870 -4.961 0.064 -0.316 0.376 0.07
H -19.808 -13.250 -7.806 0.080 0.283 0.153 0.06
H -15.999 -13.346 -4.776 -0.360 -0.604 -0.248 0.10
C -16.694 -14.309 -12.343 -0.127 0.742 -1.059 -0.06
C -16.236 -15.330 -6.574 -1.481 -0.973 -0.006 -0.07
H -10.599 -8.336 -12.108 -0.093 0.083 -0.103 0.07
C -19.173 -16.443 -9.628 0.127 -0.536 0.736 -0.09
H -14.607 -5.743 -11.107 -0.233 -0.178 -0.099 0.10
C -19.110 -12.775 -11.036 -2.068 -1.241 -1.348 -0.26
H -10.569 -14.607 -10.434 -1.233 0.418 -0.766 0.09
H -12.507 -13.810 -11.592 0.208 -0.290 0.101 0.07
C -17.635 -15.053 -5.938 0.886 1.643 -1.423 -0.22
N -21.294 -17.750 -9.222 0.933 0.150 -0.861 -0.13
C -17.238 -12.817 -12.587 0.307 -0.989 0.369 -0.21
H -21.197 -13.268 -6.677 -0.032 0.000 -0.137 0.07
H -22.495 -11.391 -16.506 -1.090 -0.670 0.024 0.05
H -22.861 -16.910 -10.422 0.534 0.436 0.296 0.11
N -21.406 -9.135 -15.238 -0.176 -0.223 0.086 -0.19
H -21.037 -6.445 -14.590 -0.315 0.128 -0.132 0.06
H -20.785 -9.104 -13.183 0.364 -0.170 -0.363 0.11
C -12.376 -14.060 -12.645 0.555 -0.341 -0.244 -0.09
H -19.936 -12.494 -12.945 -0.612 -0.223 -0.385 0.04
H -16.830 -17.743 -12.644 0.449 -0.031 0.642 0.07
H -19.615 -13.797 -4.721 -0.249 -0.474 0.110 0.11
H -19.596 -14.221 -12.656 -0.427 -0.083 0.012 0.06
N -17.935 -12.125 -11.504 1.449 0.226 0.671 -0.20
H -19.621 -15.690 -8.981 0.473 0.203 -0.082 0.06
N -9.958 -15.027 -12.540 0.727 0.852 2.392 -0.16
H -17.554 -12.800 -4.114 0.575 0.469 0.782 0.11
H -15.883 -18.445 -13.922 -0.069 -0.198 -0.138 0.07
C -13.923 -6.325 -13.505 -0.532 -0.409 0.767 -0.10
H -14.202 -8.104 -9.208 -0.194 0.025 0.030 0.06
C -16.242 -18.622 -12.908 -0.892 -1.821 -0.813 -0.09
H -18.962 -13.654 -10.409 0.367 0.011 0.593 0.09
H -7.815 -13.415 -10.783 -0.192 -0.270 0.336 0.06
H -15.438 -14.992 -5.914 0.131 -0.225 -0.435 0.06
H -9.329 -17.599 -11.160 0.228 0.133 -0.070 0.06
H -21.741 -20.407 -10.128 -0.289 -0.474 0.645 0.05
C -17.745 -10.668 -9.408 -0.149 -0.791 -1.048 -0.07
H -19.424 -12.286 -5.555 0.045 0.212 0.324 0.10
C -20.810 -20.215 -9.594 -0.146 1.044 0.675 -0.08
H -17.552 -10.920 -5.577 -0.035 0.251 -0.174 0.06
C -21.875 -9.192 -17.838 -0.238 -0.122 0.479 -0.10
H -22.834 -18.572 -10.599 0.656 -0.640 -0.149 0.10
H -15.568 -6.946 -9.155 0.088 -0.027 0.441 0.07
H -15.750 -19.576 -7.957 0.260 -0.242 -0.222 0.06
H -14.494 -18.178 -8.851 -0.073 -0.704 0.231 0.10
H -16.195 -16.390 -6.824 0.429 -0.470 0.870 0.05
H -10.549 -13.045 -13.007 0.447 -0.205 -0.310 0.09
C -20.029 -13.314 -12.233 1.595 1.376 1.337 -0.06
H -12.834 -17.117 -9.519 0.864 0.052 -0.369 0.08
C -8.898 -13.332 -10.882 -1.253 -0.243 -0.945 -0.07
```
Positions in Å, forces in eV/Å.